The following is a DFT calculation (ωB97M-V with the def2-TZVPD basis set) of a cluster of 10 separate species, C40H110N10O10 in total in a non-equilibrium geometry.

Element x y z (Å)
O1 7.50 30.61 15.46
O2 7.31 34.20 18.95
O3 4.98 27.25 20.96
O4 7.24 38.07 15.51
O5 9.93 26.11 16.83
O6 2.63 34.56 20.38
O7 9.15 37.31 22.33
O8 7.52 31.80 23.79
O9 3.65 26.92 17.32
O10 11.95 34.51 15.62
N1 6.54 30.65 18.39
N2 5.70 30.09 26.52
N3 1.21 25.89 17.94
N4 7.56 24.63 19.14
N5 10.46 39.67 16.46
N6 9.55 28.76 14.66
N7 0.78 32.26 20.97
N8 1.41 27.29 21.92
N9 11.90 37.86 14.22
N10 9.18 36.08 24.74
C1 8.98 36.86 21.00
C2 5.65 28.25 21.71
C3 2.84 27.19 22.20
C4 8.08 26.97 19.00
C5 4.95 27.37 17.64
C6 8.43 39.76 17.86
C7 8.31 39.01 15.49
C8 7.16 29.26 15.14
C9 11.57 36.41 14.20
C10 6.69 31.70 24.91
C11 12.48 35.77 15.23
C12 2.11 32.16 20.36
C13 6.64 31.83 20.59
C14 11.22 25.77 16.33
C15 8.09 25.64 18.25
C16 9.46 25.23 17.82
C17 11.52 36.73 25.20
C18 2.10 25.10 17.06
C19 10.27 37.03 24.38
C20 7.85 33.14 23.47
C21 6.56 31.95 19.06
C22 6.57 30.26 25.34
C23 7.82 27.21 13.87
C24 2.49 33.40 19.57
C25 7.75 35.22 18.12
C26 3.59 27.36 20.88
C27 2.18 30.93 19.46
C28 3.26 25.92 22.96
C29 6.39 38.25 14.41
C30 6.03 29.37 24.22
C31 10.41 36.96 22.88
C32 3.65 34.49 21.34
C33 1.67 25.22 15.62
C34 8.17 28.65 14.17
C35 12.04 34.26 17.00
C36 7.02 31.55 14.51
C37 3.54 25.53 17.28
C38 11.78 35.84 12.80
C39 9.16 39.02 16.75
C40 7.63 32.87 18.53
H1 3.87 25.11 18.26
H2 0.92 27.27 22.81
H3 11.99 26.08 17.04
H4 10.11 25.20 18.71
H5 11.27 24.70 16.11
H6 6.07 30.62 27.30
H7 8.51 35.87 20.98
H8 7.70 31.70 13.67
H9 7.84 40.01 15.43
H10 5.96 28.35 24.61
H11 1.10 26.43 21.48
H12 3.16 30.73 19.04
H13 9.91 36.85 20.42
H14 7.43 39.33 17.97
H15 3.16 28.27 20.45
H16 6.72 29.38 23.38
H17 2.28 24.58 14.97
H18 0.56 26.45 17.41
H19 7.38 25.75 17.42
H20 5.68 32.10 24.69
H21 7.13 28.78 16.13
H22 10.50 40.02 15.50
H23 6.88 37.95 13.48
H24 4.35 25.89 23.08
H25 6.76 27.10 13.67
H26 5.89 31.12 20.94
H27 12.47 36.44 16.10
H28 4.83 28.43 17.87
H29 5.18 26.89 18.60
H30 13.51 35.65 14.89
H31 11.32 34.84 12.74
H32 0.82 32.93 21.73
H33 2.83 31.95 21.16
H34 3.31 26.49 20.28
H35 4.28 25.10 16.58
H36 7.52 29.84 25.67
H37 12.40 37.24 24.80
H38 7.08 32.30 25.75
H39 1.70 33.61 18.85
H40 11.54 35.04 17.59
H41 11.34 37.02 26.23
H42 4.28 35.38 21.25
H43 11.57 33.30 17.18
H44 5.43 28.14 22.77
H45 11.09 38.88 16.34
H46 9.35 37.98 17.06
H47 11.33 26.32 15.39
H48 9.54 28.35 15.60
H49 8.31 37.61 20.57
H50 6.72 28.16 21.55
H51 9.94 38.04 24.67
H52 8.25 33.15 22.45
H53 5.71 27.14 16.90
H54 8.88 38.86 14.56
H55 9.45 24.18 17.46
H56 4.29 33.61 21.22
H57 6.33 32.79 21.00
H58 7.56 36.21 18.54
H59 11.16 37.66 22.49
H60 7.64 31.56 20.95
H61 6.77 24.87 19.71
H62 1.76 30.06 19.96
H63 12.82 38.05 13.84
H64 5.56 32.39 18.95
H65 6.74 30.77 17.39
H66 7.22 35.25 17.16
H67 8.92 36.27 25.71
H68 3.25 34.48 22.36
H69 1.47 31.06 18.62
H70 8.63 33.51 24.14
H71 8.83 26.98 19.80
H72 6.08 39.30 14.32
H73 7.62 23.67 18.88
H74 9.77 29.74 14.81
H75 8.23 27.82 18.33
H76 2.03 24.06 17.39
H77 5.26 29.23 21.42
H78 10.68 35.92 22.62
H79 0.66 24.81 15.51
H80 6.87 32.49 15.05
H81 1.68 26.23 15.23
H82 3.12 28.02 22.86
H83 4.99 29.62 24.01
H84 8.83 35.13 17.91
H85 6.98 33.81 23.42
H86 8.59 32.61 19.01
H87 2.84 25.90 23.97
H88 3.46 33.22 19.08
H89 8.11 29.27 13.27
H90 1.75 26.52 18.51
H91 6.04 31.26 14.12
H92 12.84 35.68 12.62
H93 9.00 39.78 18.78
H94 8.30 40.79 17.50
H95 7.34 30.08 18.68
H96 0.13 32.67 20.30
H97 4.79 30.50 26.33
H98 5.50 37.66 14.59
H99 7.14 27.06 19.55
H100 11.67 35.65 25.25
H101 13.09 34.26 17.34
H102 7.71 32.86 17.44
H103 2.92 25.04 22.41
H104 8.38 26.82 13.02
H105 8.10 26.57 14.72
H106 11.27 36.38 12.01
H107 10.53 36.35 14.49
H108 8.38 36.42 24.20
H109 6.12 29.16 14.82
H110 11.29 38.42 13.63

Kohn-Sham gap = 9.21 eV
structure (SMILES) = COC[C@H](C)N.COC[C@H](C)N.COC[C@H](C)N.COC[C@H](C)N.COC[C@H](C)N.COC[C@H](C)N.COC[C@H](C)N.COC[C@H](C)N.COC[C@H](C)N.COC[C@H](C)N
lowest unoccupied orbital energy = 0.5 eV
energy relative to the best compared isomer or geometry (same formula, charge and spin) = 43.0 kcal per mole
E_HOMO = -0.3216 Eh